(w)
ORCA calculation (ωB97M-V/def2-TZVPD) on 2 unconnected molecules or ions with the total composition C2H7S2.

The geometry in XYZ format:
```
11
C2H7S2 (ωB97M-V/def2-TZVPD)
C 1.94 -0.79 -1.06
S 0.99 0.31 -2.24
H 1.99 -1.74 -1.53
H 1.59 -0.64 -0.02
H 3.04 -0.45 -1.03
H 0.54 1.31 -1.43
C -1.68 0.87 1.07
S -1.24 -0.48 2.31
H -2.32 0.71 0.24
H -0.59 1.16 0.82
H -1.85 1.90 1.68
```

* net charge: -1
* E_LUMO: 3.23 eV
* gap between HOMO and LUMO: 0.1954 Eh
* highest occupied orbital energy: -2.09 eV

Here are the natural (NBO) charges for atoms 1 to 6, given in e:
1 C -0.712
2 S -0.119
3 H 0.214
4 H 0.270
5 H 0.190
6 H 0.147

(x)
ORCA calculation (ωB97M-V/def2-TZVPD) on 2 unconnected molecules or ions with the total composition C2H7S2.

The geometry in XYZ format:
```
11
C2H7S2 (ωB97M-V/def2-TZVPD)
S -0.92 -1.25 2.85
H -0.63 -0.90 1.59
C 1.48 0.30 -0.06
S 0.54 0.62 -1.57
C -1.11 0.19 -0.99
H 2.35 0.95 0.01
H 1.80 -0.74 -0.01
H 0.85 0.50 0.82
H -1.79 0.54 -1.76
H -1.21 -0.88 -0.84
H -1.35 0.67 -0.05
```

* net charge: -1
* E_LUMO: 3.17 eV
* gap between HOMO and LUMO: 0.2134 Eh
* highest occupied orbital energy: -2.64 eV

Here are the natural (NBO) charges for atoms 1 to 6, given in e:
1 S -1.043
2 H 0.056
3 C -0.751
4 S 0.137
5 C -0.748
6 H 0.210

(y)
ORCA calculation (ωB97M-V/def2-TZVPD) on 2 unconnected molecules or ions with the total composition C2H7S2.

The geometry in XYZ format:
```
11
C2H7S2 (ωB97M-V/def2-TZVPD)
C -1.31 -1.32 0.62
S -0.81 -1.65 -1.13
H -1.43 -2.41 0.90
H -2.13 -0.52 0.57
H -0.33 -0.92 1.05
H -0.28 -0.37 -1.33
C 1.37 1.49 0.04
S 0.66 1.36 -1.67
H 1.80 0.50 0.16
H 0.41 1.58 0.56
H 2.05 2.27 0.24
```

* net charge: -1
* E_LUMO: 3.73 eV
* gap between HOMO and LUMO: 0.2337 Eh
* highest occupied orbital energy: -2.63 eV

Here are the natural (NBO) charges for atoms 1 to 6, given in e:
1 C -0.763
2 S -0.262
3 H 0.220
4 H 0.224
5 H 0.219
6 H 0.173

Quick one: most stable of them? (x)

(w)
ORCA calculation (ωB97M-V/def2-TZVPD) on a molecular structure, CH4N2O3.

The geometry in XYZ format:
```
10
CH4N2O3 (ωB97M-V/def2-TZVPD)
C 1.95 0.13 0.26
N 0.93 -0.14 -0.44
N -2.03 -0.03 -0.04
O -1.28 1.01 -0.26
O -3.17 0.17 0.23
O -1.55 -1.15 -0.09
H 2.38 -0.68 0.80
H -0.09 0.66 -0.55
H 2.37 1.14 0.23
H 0.49 -1.13 -0.14
```

* net charge: 0
* E_LUMO: -0.38 eV
* gap between HOMO and LUMO: 0.3545 Eh
* highest occupied orbital energy: -10.03 eV

Here are the natural (NBO) charges for atoms 1 to 6, given in e:
1 C 0.052
2 N -0.632
3 N 0.735
4 O -0.543
5 O -0.386
6 O -0.499

(x)
ORCA calculation (ωB97M-V/def2-TZVPD) on 2 unconnected molecules or ions with the total composition CH4N2O3.

The geometry in XYZ format:
```
10
CH4N2O3 (ωB97M-V/def2-TZVPD)
C -0.71 -0.51 0.22
N -3.02 -0.10 0.46
N 0.36 -1.15 -0.33
O -3.87 0.42 -0.10
O 0.04 1.78 -0.22
O -1.75 -0.40 -0.48
H -0.73 -0.40 1.24
H 0.44 -1.12 -1.29
H 1.15 -1.42 0.13
H 0.43 1.77 -1.05
```

* net charge: 0
* E_LUMO (spin up / spin down): -1.78 / -1.78 eV
* gap between HOMO and LUMO (spin up / spin down): 0.2064 / 0.2069 Eh
* highest occupied orbital energy (spin up / spin down): -7.40 / -7.41 eV

Here are the natural (NBO) charges for atoms 1 to 6, given in e:
1 C 0.585
2 N 0.462
3 N -0.739
4 O -0.106
5 O -1.163
6 O -0.434

(y)
ORCA calculation (ωB97M-V/def2-TZVPD) on 2 unconnected molecules or ions with the total composition CH4N2O3.

The geometry in XYZ format:
```
10
CH4N2O3 (ωB97M-V/def2-TZVPD)
C 0.10 0.97 0.24
N 1.48 -0.78 -0.05
N -1.66 -0.13 -0.13
O -2.37 -0.14 0.83
O -1.74 -0.52 -1.25
O 0.94 0.32 -0.58
H 0.00 0.64 1.32
H -0.12 2.09 0.06
H 2.49 -0.90 -0.13
H 0.90 -1.55 -0.30
```

* net charge: 0
* E_LUMO (spin up / spin down): 0.36 / 0.36 eV
* gap between HOMO and LUMO (spin up / spin down): 0.3365 / 0.3366 Eh
* highest occupied orbital energy (spin up / spin down): -8.80 / -8.80 eV

Here are the natural (NBO) charges for atoms 1 to 6, given in e:
1 C 0.032
2 N -0.557
3 N 0.473
4 O -0.390
5 O -0.374
6 O -0.348

Quick one: most stable of them? (w)

(w)
ORCA calculation (ωB97M-V/def2-TZVPD) on 2 unconnected molecules or ions with the total composition BrH2NO2S.

The geometry in XYZ format:
```
7
BrH2NO2S (ωB97M-V/def2-TZVPD)
N 1.84 -0.33 0.22
O -1.18 1.07 -1.10
O -1.70 0.91 1.41
S -1.12 0.39 0.14
Br -2.07 -1.73 -0.08
H 1.60 -0.53 -0.72
H 2.63 0.21 0.14
```

* net charge: 0
* E_LUMO (spin up / spin down): -4.32 / -4.32 eV
* gap between HOMO and LUMO (spin up / spin down): 0.1920 / 0.1920 Eh
* highest occupied orbital energy (spin up / spin down): -9.55 / -9.54 eV

Here are the natural (NBO) charges for atoms 1 to 6, given in e:
1 N -0.631
2 O -0.830
3 O -0.806
4 S 1.778
5 Br -0.132
6 H 0.312

(x)
ORCA calculation (ωB97M-V/def2-TZVPD) on 2 unconnected molecules or ions with the total composition BrH2NO2S.

The geometry in XYZ format:
```
7
BrH2NO2S (ωB97M-V/def2-TZVPD)
N -0.68 -0.04 1.65
O -0.25 -1.43 -1.73
O 1.87 -0.38 -0.72
S 0.45 -0.44 -0.98
Br -0.09 1.55 -1.62
H 0.10 0.19 2.10
H -1.40 0.54 1.31
```

* net charge: 0
* E_LUMO (spin up / spin down): -3.22 / -3.22 eV
* gap between HOMO and LUMO (spin up / spin down): 0.2338 / 0.2339 Eh
* highest occupied orbital energy (spin up / spin down): -9.58 / -9.58 eV

Here are the natural (NBO) charges for atoms 1 to 6, given in e:
1 N -0.784
2 O -0.816
3 O -0.833
4 S 1.834
5 Br -0.081
6 H 0.331

Quick one: most stable of them? (x)

(w)
ORCA calculation (ωB97M-V/def2-TZVPD) on 2 unconnected molecules or ions with the total composition C2H8NO.

The geometry in XYZ format:
```
12
C2H8NO (ωB97M-V/def2-TZVPD)
C -1.16 0.13 -0.60
C 1.28 0.67 -0.50
N -0.98 -0.49 0.78
O 1.73 -0.19 0.48
H -1.28 -0.69 -1.27
H -1.67 1.03 -0.42
H 1.40 0.45 -1.48
H 0.93 1.61 -0.26
H -0.04 -0.16 1.34
H -0.88 -1.46 0.51
H -1.76 -0.18 1.35
H 2.42 -0.71 0.07
```

* net charge: +1
* E_LUMO (spin up / spin down): -4.35 / -4.61 eV
* gap between HOMO and LUMO (spin up / spin down): 0.3342 / 0.3135 Eh
* highest occupied orbital energy (spin up / spin down): -13.44 / -13.14 eV

Here are the natural (NBO) charges for atoms 1 to 6, given in e:
1 C -0.365
2 C 0.098
3 N -0.734
4 O -0.681
5 H 0.217
6 H 0.212

(x)
ORCA calculation (ωB97M-V/def2-TZVPD) on 2 unconnected molecules or ions with the total composition C2H8NO.

The geometry in XYZ format:
```
12
C2H8NO (ωB97M-V/def2-TZVPD)
O -0.29 -2.12 -1.92
H 0.16 -2.18 -2.77
H -0.27 -3.07 -1.75
H 0.36 1.45 2.38
C -0.06 1.95 1.52
C -0.20 0.93 0.44
N 0.43 -0.26 0.37
H -0.94 2.49 1.65
H 0.67 2.82 1.21
H -0.90 1.04 -0.37
H 1.01 -0.46 1.29
H 0.77 -0.61 -0.65
```

* net charge: +1
* E_LUMO: -5.40 eV
* gap between HOMO and LUMO: 0.3810 Eh
* highest occupied orbital energy: -15.77 eV

Here are the natural (NBO) charges for atoms 1 to 6, given in e:
1 O -0.956
2 H 0.482
3 H 0.488
4 H 0.252
5 C -0.715
6 C 0.355

(y)
ORCA calculation (ωB97M-V/def2-TZVPD) on 2 unconnected molecules or ions with the total composition C2H8NO.

The geometry in XYZ format:
```
12
C2H8NO (ωB97M-V/def2-TZVPD)
O -0.35 2.05 0.98
H -0.17 0.64 0.22
H -0.96 2.74 0.72
H -0.49 1.80 1.90
C -0.66 -1.09 -1.00
C 1.38 -0.60 0.20
N 0.17 -0.32 -0.07
H -1.43 -0.40 -1.35
H 0.00 -1.61 -1.68
H -1.26 -1.83 -0.48
H 1.93 0.08 0.83
H 1.84 -1.47 -0.28
```

* net charge: +1
* E_LUMO: -4.75 eV
* gap between HOMO and LUMO: 0.4488 Eh
* highest occupied orbital energy: -16.96 eV

Here are the natural (NBO) charges for atoms 1 to 6, given in e:
1 O -0.949
2 H 0.467
3 H 0.518
4 H 0.505
5 C -0.443
6 C 0.113

Quick one: most stable of them? (y)

(w)
ORCA calculation (ωB97M-V/def2-TZVPD) on 2 unconnected molecules or ions with the total composition C2H8NO.

The geometry in XYZ format:
```
12
C2H8NO (ωB97M-V/def2-TZVPD)
N -1.70 0.80 1.43
H -0.93 1.09 2.04
H -1.24 0.26 0.66
H -2.29 0.18 1.99
H -2.26 1.59 1.10
O -0.05 -0.95 0.27
C 0.61 -1.10 -0.74
C 1.58 -0.11 -1.29
H 0.62 -2.11 -1.19
H 2.36 -0.65 -1.81
H 2.08 0.37 -0.45
H 1.21 0.63 -2.00
```

* net charge: +1
* E_LUMO: -3.77 eV
* gap between HOMO and LUMO: 0.3974 Eh
* highest occupied orbital energy: -14.59 eV

Here are the natural (NBO) charges for atoms 1 to 6, given in e:
1 N -0.877
2 H 0.452
3 H 0.481
4 H 0.451
5 H 0.449
6 O -0.627

(x)
ORCA calculation (ωB97M-V/def2-TZVPD) on 2 unconnected molecules or ions with the total composition C2H8NO.

The geometry in XYZ format:
```
12
C2H8NO (ωB97M-V/def2-TZVPD)
C -0.89 -0.86 0.82
C -0.93 0.44 -1.30
N -0.37 0.12 -0.22
H -0.61 -0.48 1.79
H -0.50 -1.96 0.63
H -1.95 -1.02 0.89
H -2.05 0.28 -1.62
H -0.43 0.98 -2.12
H 0.73 0.37 -0.11
H 2.72 0.03 0.69
H 2.14 1.56 0.37
O 2.13 0.52 0.18
```

* net charge: +1
* E_LUMO: -4.43 eV
* gap between HOMO and LUMO: 0.4601 Eh
* highest occupied orbital energy: -16.95 eV

Here are the natural (NBO) charges for atoms 1 to 6, given in e:
1 C -0.454
2 C 0.101
3 N -0.427
4 H 0.238
5 H 0.257
6 H 0.247

(y)
ORCA calculation (ωB97M-V/def2-TZVPD) on 2 unconnected molecules or ions with the total composition C2H8NO.

The geometry in XYZ format:
```
12
C2H8NO (ωB97M-V/def2-TZVPD)
O -0.01 0.00 -2.87
H -0.56 0.62 -3.37
H 0.78 -0.20 -3.41
H 1.02 0.08 2.33
C -0.01 -0.24 2.14
C -0.06 -0.47 0.68
N -0.29 0.45 -0.17
H -0.59 0.59 2.55
H -0.31 -1.06 2.78
H 0.32 -1.45 0.39
H -0.38 1.43 0.06
H 0.09 0.26 -1.12
```

* net charge: +1
* E_LUMO: -4.80 eV
* gap between HOMO and LUMO: 0.4263 Eh
* highest occupied orbital energy: -16.41 eV

Here are the natural (NBO) charges for atoms 1 to 6, given in e:
1 O -0.971
2 H 0.505
3 H 0.507
4 H 0.287
5 C -0.729
6 C 0.338

Quick one: most stable of them? (w)